Here is a structure of composition C2H6N2O at a distorted geometry from the Open Molecules 2025 dataset. Energies are from ωB97M-V with the def2-TZVPD basis set.

For the total energy, the calculation gives -7196.620 eV. For the frontier orbital gap, the calculation gives 9.11 eV.

```
! RIJCOSX wB97M-V def2-TZVPD def2/J DEFGRID3
* xyz 0 1
C 0.1903 -1.0104 0.3330
C -0.1741 0.1300 -0.5362
N 0.6328 0.3518 1.1993
O 0.7492 0.4586 -1.4837
N -1.4198 0.4692 -0.8125
H 0.2679 1.0062 -2.1243
H -2.0508 0.1063 -0.0938
H -0.1232 0.8299 1.6814
H 1.5458 0.7557 0.9981
H 1.0304 -1.6175 -0.0032
H -0.6485 -1.4798 0.8420
*
```

These are the natural (NBO) partial charges, in e, on atoms 1 to 8:
1. C -0.26
2. C 0.57
3. N -0.85
4. O -0.70
5. N -0.85
6. H 0.50
7. H 0.32
8. H 0.40